Density functional theory data (ωB97M-V/def2-TZVPD) for 2 unconnected molecules or ions with the total composition C6H15NO2S.

Output
Calculated total energy: -22881.06673 eV
Orbital gap: 8.5 eV

CARTESIAN COORDINATES (ANGSTROEM)
C: 0.4370 -0.7477 -1.9986
C: -0.5749 1.6228 -1.7861
C: 0.4546 1.8519 1.6400
C: -1.4899 -1.1505 1.8539
C: 0.3394 0.5681 -1.0253
C: 0.0824 0.0281 0.3737
N: -1.1049 -0.6034 0.5943
O: 1.0943 -2.4499 0.7727
O: 2.5966 -0.4981 0.1641
S: 1.5275 -0.8227 1.0806
H: 1.4241 -1.2853 -1.9168
H: 0.2638 -0.5509 -2.9609
H: -0.2007 -1.4507 -1.6301
H: -1.6787 1.6970 -1.6505
H: -0.3059 2.6012 -1.4274
H: -0.3325 1.3648 -2.8298
H: -0.3933 1.9056 2.4227
H: 1.3738 1.6731 1.9504
H: 0.3421 2.6021 0.8901
H: -2.0477 -2.1557 1.7185
H: -0.5863 -1.4188 2.5164
H: -2.2651 -0.5350 2.3992
H: 1.3465 1.0155 -1.0801
H: -1.8041 -0.4421 -0.0428
H: 1.5018 -2.8194 -0.0282

Löwdin population analysis, charges in e, atoms 1 to 5: -0.04, -0.05, 0.04, -0.12, -0.33


Density functional theory data (ωB97M-V/def2-TZVPD) for 2 unconnected molecules or ions with the total composition C6H15NO2S.

Output
Structure (SMILES): CC[C@H](C)[C@H](N)C(=O)O.S
Calculated total energy: -22885.27070 eV
Orbital gap: 9.7 eV

CARTESIAN COORDINATES (ANGSTROEM)
C: -0.3893 1.4075 3.3286
C: 0.2116 1.5228 1.8716
C: -0.1958 0.3347 0.9245
C: 0.2759 -1.0779 1.3623
C: 0.1047 0.5499 -0.5748
N: -0.4902 -0.4752 -1.3949
C: 1.6121 0.6695 -0.7096
O: 2.2370 1.6050 -0.2694
O: 2.2551 -0.3660 -1.2361
H: 0.0599 0.6220 3.9097
H: -1.4875 1.3308 3.4166
H: -0.1602 2.3504 3.8478
H: 1.2631 1.5088 1.9859
H: -0.0195 2.4165 1.4055
H: -1.3295 0.3030 0.9486
H: 1.3844 -1.1324 1.4827
H: -0.2079 -1.3039 2.3216
H: 0.0126 -1.9139 0.7039
H: -0.3244 1.4975 -0.8328
H: -0.3366 -0.4792 -2.3776
H: -0.5415 -1.4111 -1.0206
H: 1.5281 -0.9771 -1.6231
S: -2.3893 -2.5748 -5.6764
H: -1.7608 -2.0897 -6.9235
H: -1.3121 -2.3171 -4.8705

Löwdin population analysis, charges in e, atoms 1 to 5: -0.09, -0.18, -0.30, -0.05, -0.30


Density functional theory data (ωB97M-V/def2-TZVPD) for a single C6H15NO2Si molecule.

Output
Structure (SMILES): CC[Si](C)(C)COC(N)=O
Calculated total energy: -19928.67510 eV
Orbital gap: 10.0 eV

CARTESIAN COORDINATES (ANGSTROEM)
C: -0.4768 2.1640 -2.1642
C: 0.7503 1.4490 -1.7339
Si: 0.6115 0.3483 -0.2937
C: 2.2465 -0.4284 0.3873
C: -0.1256 1.3214 1.1159
C: -0.7726 -0.8970 -0.6263
O: -0.5632 -2.0257 0.1961
C: -1.2957 -2.0293 1.3406
N: -1.1505 -3.0880 2.2035
O: -2.1032 -1.1409 1.5467
H: -0.9329 2.6844 -1.2779
H: -1.2629 1.5435 -2.5442
H: -0.2754 3.0003 -2.8782
H: 1.4743 2.1431 -1.2855
H: 1.3375 0.9557 -2.5244
H: 2.9837 0.3670 0.6200
H: 2.1870 -1.0810 1.2464
H: 2.6024 -1.0382 -0.4608
H: 0.6839 1.9513 1.4814
H: -0.4909 0.6828 1.9795
H: -0.9578 1.8802 0.7757
H: -0.4995 -1.2670 -1.6512
H: -1.7970 -0.5126 -0.5067
H: -1.7275 -3.1796 3.0641
H: -0.4459 -3.8034 1.9899

Löwdin population analysis, charges in e, atoms 1 to 5: -0.16, -0.35, 0.55, -0.15, -0.17